The following is a quantum chemistry calculation of a 13-piece molecular cluster, C39H39F13O39 overall at a distorted geometry, from the Open Molecules 2025 dataset.

Summary:
**Electronic energy**: -5742.054509 Eh
**Energy relative to the best compared isomer or geometry (same formula, charge and spin)**: 9.138 eV
**LUMO level**: -0.43 eV
**HOMO**: -0.40129 hartree

Each line ends with the Mulliken charge.
Element x y z (Å)
C -4.0307 14.6308 3.0401  -0.334
C -4.3638 16.1420 2.9940  1.216
O -5.4853 16.2257 3.8486  -0.229
C -6.1634 15.0212 3.8260  0.580
O -7.2872 14.8510 4.2443  -0.595
O -5.3640 14.2220 3.0978  -0.407
F -4.5260 16.3849 1.7383  -0.340
H -3.5897 14.3262 3.9892  0.170
H -3.3456 14.1530 2.3398  0.398
H -3.5398 16.6831 3.4592  -0.381
C 2.9149 14.7727 2.7087  -0.655
C 2.5593 15.8019 3.7088  1.528
O 1.1278 15.9376 3.5363  -0.069
C 0.7491 14.8437 2.9094  0.587
O -0.4184 14.5924 2.7523  -0.569
O 1.7549 14.0288 2.6969  -0.335
F 3.1683 16.9550 3.3275  -0.362
H 3.8383 14.2107 2.8489  0.312
H 3.0223 15.2183 1.7198  0.361
H 2.9742 15.4786 4.6635  -0.691
C -1.7928 18.9587 1.6286  0.269
C -2.9348 19.4564 0.6318  0.378
O -2.7367 20.8553 0.6585  -0.290
C -1.4780 21.1273 1.0786  0.577
O -0.8137 22.1567 1.0758  -0.569
O -0.8794 19.9987 1.3369  -0.402
F -4.0514 19.1186 1.1419  -0.159
H -1.2416 18.0508 1.3838  0.329
H -2.0228 18.9609 2.6940  -0.421
H -2.7647 18.9478 -0.3172  0.324
C -3.9404 21.5572 7.5563  0.112
C -4.0386 20.0870 7.9916  0.417
O -5.2442 20.0054 8.8077  -0.270
C -5.3362 21.2167 9.3414  0.482
O -6.0374 21.5229 10.3438  -0.612
O -4.6590 22.1440 8.6812  -0.375
F -2.8996 19.6369 8.5866  -0.074
H -4.5301 21.7025 6.6512  0.100
H -2.9309 21.9200 7.3628  0.139
H -4.1726 19.4194 7.1406  0.089
C -0.3118 22.5555 10.6462  -0.696
C -0.8974 21.2337 10.1146  0.813
O -2.0410 21.3136 10.8540  -0.326
C -2.2050 22.2478 11.7579  0.580
O -3.2024 22.3437 12.3778  -0.473
O -1.0675 22.9957 11.8279  -0.349
F -0.0922 20.2376 10.4998  -0.328
H -0.2399 23.3325 9.8852  0.280
H 0.7228 22.3277 10.9027  0.381
H -0.7571 21.3794 9.0436  0.048
C -5.4841 22.5724 2.8038  -0.562
C -6.5147 21.4970 2.8121  0.169
O -5.7536 20.5010 3.5572  -0.262
C -4.4138 20.7441 3.5238  -0.209
O -3.5775 19.9963 4.0576  0.421
O -4.2555 21.8717 2.9309  -0.251
F -6.8154 21.1708 1.5655  -0.273
H -5.6551 23.2436 3.6455  0.313
H -5.5977 23.1746 1.9025  0.341
H -7.3493 21.6548 3.4952  0.347
C -0.4411 18.2345 6.7196  2.071
C -1.5112 17.2694 6.1578  0.583
O -0.7476 16.1587 5.8852  0.076
C 0.3828 16.0894 6.5440  -0.011
O 0.9829 15.0023 6.8528  -0.665
O 0.6077 17.3315 7.0558  -0.509
F -2.1414 17.7051 5.0594  0.086
H -0.8148 18.8182 7.5608  -0.358
H -0.0474 18.9174 5.9668  -0.917
H -2.1967 16.9816 6.9549  -0.818
C 1.1815 11.6660 6.8723  0.063
C 1.9214 11.9907 5.6136  1.424
O 0.9457 12.0425 4.6551  -0.137
C 0.2456 10.9567 4.8819  0.556
O -0.4171 10.3047 4.0948  -0.600
O 0.2962 10.7094 6.1970  -0.425
F 2.9102 11.1585 5.3538  -0.363
H 0.7172 12.5309 7.3461  -0.038
H 1.7888 11.0959 7.5754  0.342
H 2.3398 12.9896 5.7373  -0.706
C 4.0428 14.6476 7.5489  0.365
C 5.0708 14.3166 6.5992  0.159
O 5.8366 15.5463 6.6138  -0.396
C 4.9533 16.5624 6.8015  0.606
O 5.0854 17.7327 6.3925  -0.577
O 3.8381 16.0779 7.4050  -0.215
F 4.4838 14.1132 5.4181  -0.205
H 4.3066 14.3023 8.5485  0.465
H 3.0637 14.2458 7.2878  -0.542
H 5.4337 13.3353 6.9046  0.429
C 0.5718 21.3466 4.1373  -0.388
C -0.8484 21.8796 4.4778  1.487
O -0.5716 23.2354 4.3456  -0.446
C 0.6948 23.5435 4.0275  0.581
O 1.1341 24.6568 3.9433  -0.580
O 1.3536 22.4725 3.8261  -0.377
F -1.1301 21.4761 5.7102  -0.199
H 0.5624 20.8503 3.1669  0.287
H 0.9552 20.7060 4.9315  0.252
H -1.5943 21.5259 3.7660  -0.604
C -6.6621 15.1758 7.7998  -0.435
C -5.9182 16.4675 8.0183  0.382
O -4.6026 16.2934 7.6407  0.176
C -4.3967 15.0329 7.4064  0.312
O -3.4035 14.5474 6.8693  -0.493
O -5.6158 14.3253 7.6392  -0.391
F -6.0026 16.8083 9.3570  -0.376
H -7.2575 15.2051 6.8872  0.216
H -7.4141 14.9452 8.5544  0.334
H -6.2717 17.3797 7.5377  0.226
C -2.1200 17.3884 11.8025  -0.132
C -3.1282 17.2049 10.6864  0.193
O -3.5545 15.9190 10.7701  -0.223
C -2.9188 15.3199 11.6549  0.535
O -3.0011 14.0855 11.6547  -0.613
O -2.0402 16.0910 12.2392  -0.390
F -2.5981 17.4550 9.5521  -0.126
H -2.4413 17.9819 12.6584  0.363
H -1.1991 17.6175 11.2663  0.128
H -3.8953 17.9434 10.9197  0.294
C 0.5974 14.8699 9.8476  -0.279
C 0.4071 14.4373 11.3442  0.156
O 1.6512 14.0136 11.6836  -0.336
C 2.2392 13.5282 10.6350  0.466
O 3.1846 12.7874 10.6147  -0.603
O 1.6474 13.9291 9.5695  0.017
F -0.3320 13.4445 11.6014  -0.312
H 0.8739 15.9068 9.6565  0.287
H -0.2870 14.6477 9.2503  0.222
H 0.1205 15.3278 11.9036  0.448



The following is a quantum chemistry calculation of C39H40Cl4IrN7O2 as an isolated structure at a distorted geometry, from the Open Molecules 2025 dataset.

Summary:
**Electronic energy**: -3988.779805 Eh
**LUMO level (spin up / spin down)**: -0.16 / -2.83 eV
**2S+1**: 5
**HOMO (spin up / spin down)**: -0.19351 / -0.31532 hartree

Each line ends with the Mulliken spin population.
Element x y z (Å)
Ir 11.7663 11.9569 14.0653  1.531
C 7.4364 14.9468 18.4992  0.007
C 8.4559 15.9203 17.7665  0.016
C 7.6405 17.0310 17.0286  0.016
C 9.3147 16.6376 18.8432  -0.003
C 9.4058 15.1177 16.8698  0.044
C 10.6558 14.6134 17.3334  0.175
C 11.3797 13.7106 16.5605  -0.041
N 10.8509 13.2776 15.3895  0.230
C 9.6960 13.8319 14.8520  0.176
C 8.9689 14.7468 15.5890  0.020
C 9.3622 13.3726 13.4980  0.120
C 8.2335 13.9446 12.8366  0.087
C 8.1033 13.7334 11.4554  0.010
C 8.9993 12.8179 10.8918  0.153
C 10.0947 12.2677 11.6032  -0.045
N 10.3070 12.5927 12.9040  0.131
C 7.1050 14.5354 10.6703  -0.004
C 6.6240 13.8757 9.3194  -0.003
C 7.8695 15.8240 10.2647  0.000
C 5.8578 14.9886 11.4241  0.005
H 6.9174 15.4399 19.3522  0.002
H 8.0204 14.1166 18.9659  0.003
H 6.7498 14.5893 17.7660  0.000
H 6.9181 17.5536 17.6748  0.001
H 7.1214 16.4985 16.1909  -0.004
H 8.2769 17.7925 16.5613  -0.001
H 8.6375 17.2776 19.4546  0.000
H 10.0342 17.3677 18.4150  0.001
H 9.8592 15.9677 19.5213  0.002
H 11.0949 14.9908 18.2564  0.026
H 12.2982 13.2353 16.8357  0.003
H 8.0873 15.2480 15.1269  0.021
H 7.5141 14.5022 13.4143  0.020
H 8.9944 12.5121 9.8785  0.019
H 10.8768 11.6630 11.0819  -0.030
H 7.4687 13.5967 8.6935  0.002
H 5.9790 14.4716 8.7188  0.000
H 6.0659 12.9642 9.5806  0.001
H 8.8743 15.5575 9.8284  0.002
H 8.0559 16.4490 11.1658  0.001
H 7.3771 16.4759 9.5331  0.001
H 5.0719 14.2053 11.4975  0.000
H 5.4285 15.7934 10.7338  0.001
H 6.0762 15.3731 12.4466  -0.002
Cl 9.8888 6.7408 18.1461  0.023
C 10.6705 8.1326 17.5246  0.099
C 11.9706 8.4448 18.0146  0.072
Cl 12.5657 7.5226 19.3551  0.016
C 12.7724 9.4487 17.3727  0.008
Cl 14.3198 9.8028 17.8113  0.007
C 12.1852 10.1646 16.2664  0.143
O 12.8867 10.9700 15.5303  0.201
C 10.7587 9.9471 15.8872  0.205
O 10.2197 10.8148 15.0858  0.309
C 10.0322 8.9071 16.5538  0.000
Cl 8.3477 8.7308 16.1935  0.001
N 18.3498 8.6734 7.6086  0.031
C 17.5976 8.9684 8.4398  -0.010
C 16.5866 9.3339 9.3594  0.070
C 15.2509 9.5694 9.0487  -0.036
C 14.4261 10.2794 9.8756  0.067
C 14.9180 10.7528 11.1099  -0.055
C 16.2267 10.4380 11.5369  0.058
C 16.9906 9.7435 10.6736  -0.033
C 14.0097 11.3329 11.9831  0.302
C 13.1575 11.7331 12.7926  -0.179
H 14.8832 9.1667 8.1088  -0.001
H 13.3918 10.4718 9.6003  0.007
H 16.5867 10.7128 12.5323  0.002
H 17.9754 9.4010 10.9735  -0.001
C 9.7991 8.3745 10.9710  -0.007
N 8.5052 9.0580 10.6836  -0.005
C 7.9435 8.4580 9.4339  0.001
N 7.8028 6.9927 9.4534  0.000
C 9.1455 6.5144 9.6840  0.000
N 9.7121 6.9020 11.0315  0.000
C 8.7636 6.5889 12.1582  0.001
N 7.4122 7.1626 11.8715  0.000
C 7.5620 8.6527 11.7377  0.001
C 6.9049 6.6342 10.6000  0.000
H 10.1749 8.7273 11.9030  0.007
H 10.5754 8.6195 10.2602  0.000
H 8.6760 8.7923 8.6577  0.000
H 6.9634 8.9194 9.2827  0.000
H 9.8378 7.0459 8.9468  0.000
H 9.2866 5.4624 9.5019  0.000
H 9.1928 6.9729 13.0827  0.000
H 8.6586 5.5053 12.2795  0.000
H 7.8885 9.0416 12.7312  0.000
H 6.5669 9.1542 11.5212  0.000
H 5.9289 7.0627 10.3466  0.000
H 6.8702 5.5463 10.5368  0.000



The following is a quantum chemistry calculation of C39H40Cl5CrN2O4STe as an isolated structure at a distorted geometry, from the Open Molecules 2025 dataset.

Summary:
**Electronic energy**: -5932.252841 Eh
**Energy relative to the best compared isomer or geometry (same formula, charge and spin)**: 0.265 eV
**LUMO level (spin up / spin down)**: -1.08 / -1.35 eV
**2S+1**: 4
**HOMO (spin up / spin down)**: -0.20025 / -0.20032 hartree

Each line ends with the Mulliken spin population.
Element x y z (Å)
Cr 0.1549 0.2637 -0.9629  3.353
C -1.7623 -2.1835 -1.7141  -0.003
O -1.6079 -0.9400 -1.0199  -0.034
C -2.5626 -0.7934 0.0326  -0.009
C -2.2730 0.5331 0.6527  0.023
O -0.8544 0.6197 0.8637  -0.021
C -0.4551 0.5951 2.2436  0.011
H -2.7623 -2.2258 -2.1496  0.002
H -1.5956 -3.0057 -1.0153  0.001
H -1.0224 -2.1991 -2.5042  0.000
H -2.4270 -1.6163 0.7410  -0.003
H -3.5805 -0.8079 -0.3701  0.000
H -2.8155 0.6672 1.5871  0.003
H -2.5345 1.3406 -0.0317  -0.007
H -0.9624 1.4015 2.7733  0.001
H 0.6131 0.7694 2.2874  -0.008
H -0.6852 -0.3781 2.6817  0.000
S 5.8091 3.4576 -0.0583  0.000
C 4.2348 2.6562 -0.2927  0.009
C 3.5180 2.8121 -1.4711  -0.009
C 2.3181 2.1489 -1.6201  0.042
N 1.8355 1.3295 -0.6819  -0.185
C 2.5387 1.1494 0.4416  0.058
C 3.7285 1.8081 0.6820  -0.005
C 5.1999 4.9891 0.6371  0.001
C 5.3952 5.2565 1.9823  0.000
C 4.8983 6.4497 2.4925  0.000
N 4.2468 7.3492 1.7609  0.000
C 4.0782 7.0807 0.4665  0.000
C 4.5341 5.9222 -0.1435  0.000
H 3.8903 3.4353 -2.2717  -0.001
H 1.7209 2.2588 -2.5151  -0.004
H 2.1551 0.4203 1.1419  -0.015
H 4.2589 1.6480 1.6100  0.000
H 5.9227 4.5561 2.6154  0.000
H 5.0276 6.6898 3.5417  0.000
H 3.5588 7.8344 -0.1142  0.000
H 4.3815 5.7601 -1.2019  0.000
Cl -0.1084 3.4908 0.3316  0.001
C -0.8306 3.2034 -1.2393  -0.015
C -0.8082 1.9243 -1.8045  -0.077
C -1.4154 1.8277 -3.0603  0.034
Cl -1.4410 0.2966 -3.8842  0.002
C -2.0022 2.9109 -3.7183  -0.015
Cl -2.7349 2.7159 -5.2602  -0.002
C -1.9919 4.1633 -3.1145  0.017
Cl -2.6979 5.5131 -3.9058  0.003
C -1.4082 4.3116 -1.8606  -0.015
Cl -1.4091 5.8561 -1.1029  -0.002
C -1.2918 -9.3689 0.6325  0.000
C -1.0469 -7.9032 0.8906  0.000
C -2.0913 -7.0310 1.1418  0.000
C -1.8839 -5.6741 1.4016  0.000
C -3.1048 -4.8257 1.6590  0.000
C -0.5784 -5.1571 1.4230  0.000
Te -0.1715 -3.0939 1.7532  0.001
C 0.4940 -6.0403 1.1675  0.000
C 1.9261 -5.5703 1.1768  -0.001
C 0.2408 -7.3818 0.9023  0.000
H -2.3216 -9.5436 0.3192  0.000
H -1.1159 -9.9618 1.5335  0.000
H -0.6273 -9.7500 -0.1449  0.000
H -3.1100 -7.4111 1.1413  0.000
H -3.8238 -5.3731 2.2724  0.000
H -3.6059 -4.5671 0.7199  0.000
H -2.8367 -3.9040 2.1712  0.000
H 2.0789 -4.7456 0.4773  0.000
H 2.5979 -6.3891 0.9092  0.000
H 2.2025 -5.1954 2.1640  0.000
H 1.0804 -8.0411 0.6963  0.000
C 5.5579 -5.3646 -3.4983  0.000
C 4.5541 -4.3683 -2.9827  -0.001
C 4.9276 -3.0631 -2.6930  0.001
C 4.0042 -2.1200 -2.2616  -0.007
C 4.4501 -0.7164 -1.9548  0.004
C 2.6691 -2.5000 -2.1217  0.032
C 2.2669 -3.8125 -2.3936  0.001
C 0.8335 -4.2338 -2.2358  -0.002
C 3.2224 -4.7245 -2.8182  0.001
C 1.6578 -1.4928 -1.6810  -0.107
O 1.1459 -0.6197 -2.4893  -0.048
O 1.2791 -1.4226 -0.4869  -0.002
H 6.5771 -5.0437 -3.2849  0.000
H 5.4629 -5.4736 -4.5810  0.000
H 5.4031 -6.3476 -3.0535  0.000
H 5.9640 -2.7652 -2.8123  0.000
H 5.5153 -0.5938 -2.1449  0.000
H 4.2614 -0.4777 -0.9075  -0.002
H 3.9066 0.0036 -2.5689  -0.001
H 0.4831 -4.0498 -1.2129  0.000
H 0.7118 -5.2932 -2.4537  0.000
H 0.1985 -3.6717 -2.9215  -0.001
H 2.9114 -5.7418 -3.0312  0.000



The following is a quantum chemistry calculation of C39H40N2NaP2 as an isolated structure, from the Open Molecules 2025 dataset.

Summary:
**Charge**: +1
**Electronic energy**: -2464.568271 Eh
**Energy relative to the best compared isomer or geometry (same formula, charge and spin)**: 0.072 eV
**LUMO level**: -1.96 eV
**HOMO**: -0.37890 hartree

Each line ends with the Mulliken charge.
Element x y z (Å)
Na 0.5994 2.5643 -0.0884  0.792
C 4.2574 3.6212 0.0131  -1.669
C 2.9985 3.7234 0.8338  0.771
C 2.1392 4.8161 0.6799  -0.730
C 0.9723 4.9325 1.4277  0.804
C 0.0465 6.1036 1.2500  -1.510
C 0.6615 3.9214 2.3418  -0.633
C 1.4900 2.8181 2.5136  0.734
C 1.1258 1.7143 3.4696  -1.456
C 2.6587 2.7347 1.7499  -0.488
H 4.0383 3.3018 -1.0090  0.242
H 4.9528 2.9038 0.4463  0.371
H 4.7586 4.5864 -0.0524  0.488
H 2.3987 5.5991 -0.0244  0.445
H -0.8643 5.7920 0.7345  0.214
H 0.5153 6.8942 0.6665  0.392
H -0.2458 6.5178 2.2149  0.387
H -0.2455 4.0025 2.9316  0.454
H 0.6313 0.8963 2.9381  0.068
H 0.4483 2.0692 4.2446  0.423
H 2.0127 1.3019 3.9494  0.431
H 3.3185 1.8838 1.8845  0.385
N -5.5055 3.4921 -1.8473  -0.499
C -4.2024 3.4715 -1.4609  1.119
C -3.2150 4.1642 -2.1723  -0.662
C -1.9039 4.0676 -1.7666  -0.929
N -1.4896 3.3471 -0.7172  0.071
C -2.4441 2.6960 -0.0380  -0.567
C -3.7804 2.7232 -0.3541  -0.705
H -5.8090 4.1630 -2.5304  0.198
H -6.2101 3.1389 -1.2246  0.211
H -3.4724 4.7648 -3.0348  0.388
H -1.1354 4.5980 -2.3182  0.516
H -2.1139 2.1000 0.8081  0.434
H -4.4884 2.1561 0.2358  0.336
C 0.7171 -1.7537 0.6849  -1.614
P 0.3615 -0.2519 -0.3113  1.153
C -1.3269 -0.4875 -0.9515  0.784
C -2.3116 -0.9890 -0.0996  -0.912
C -3.6421 -1.0120 -0.4932  -0.772
C -4.0080 -0.5274 -1.7408  -0.708
C -3.0373 -0.0130 -2.5900  -0.734
C -1.7079 0.0122 -2.1969  -0.756
C 1.4810 -0.4468 -1.7355  0.409
C 2.6775 0.2715 -1.6689  -0.437
C 3.6355 0.1588 -2.6665  -0.607
C 3.3987 -0.6704 -3.7528  -0.604
C 2.2120 -1.3877 -3.8317  -0.756
C 1.2595 -1.2832 -2.8294  -0.259
P 0.4290 -3.3902 -0.1730  0.454
C -1.0614 -3.9917 0.7025  0.574
C -2.0891 -4.5193 -0.0712  -0.530
C -3.2698 -4.9541 0.5194  -0.628
C -3.4316 -4.8583 1.8917  -0.484
C -2.4060 -4.3422 2.6783  -0.879
C -1.2270 -3.9203 2.0875  -0.091
C 1.7837 -4.3538 0.6042  0.485
C 3.0914 -3.9517 0.3210  -0.489
C 4.1749 -4.6680 0.8017  -0.695
C 3.9675 -5.8112 1.5628  -0.479
C 2.6741 -6.2309 1.8302  -0.666
C 1.5873 -5.5094 1.3527  -0.496
H 0.1783 -1.6857 1.6321  0.716
H 1.7785 -1.6733 0.9301  0.833
H -2.0484 -1.3794 0.8775  0.448
H -4.3869 -1.4264 0.1743  0.516
H -5.0438 -0.5544 -2.0537  0.463
H -3.3145 0.3704 -3.5637  0.459
H -0.9637 0.4210 -2.8709  0.545
H 2.8742 0.9116 -0.8120  0.197
H 4.5612 0.7153 -2.5963  0.477
H 4.1380 -0.7598 -4.5377  0.399
H 2.0304 -2.0401 -4.6757  0.444
H 0.3473 -1.8605 -2.8924  0.385
H -1.9676 -4.5783 -1.1463  0.334
H -4.0621 -5.3621 -0.0947  0.434
H -4.3493 -5.1962 2.3556  0.406
H -2.5245 -4.2842 3.7526  0.436
H -0.4244 -3.5403 2.7099  0.457
H 3.2658 -3.0790 -0.3026  0.423
H 5.1813 -4.3423 0.5723  0.401
H 4.8113 -6.3748 1.9380  0.382
H 2.5051 -7.1266 2.4136  0.391
H 0.5840 -5.8545 1.5700  0.361